No. 1
DFT (wB97M-V/def2-TZVPD) results for a molecular structure, C29H31As2OYb in a non-equilibrium geometry.

Computed properties:
- total charge = +2
- orbital gap (alpha / beta) (Ha) = 0.2458 / 0.1654
- electronic energy (Eh) = -6828.35462
- HOMO level (alpha / beta) (eV) = -13.40 / -12.86
- strongest force on any atom (eV/Å) = 7.15
- relative energy (zero: lowest compared OMol25 entry of this formula, charge and spin) (kcal per mole) = 21.4
- spin multiplicity = 2

The geometry in XYZ format:
```
64
C29H31As2OYb wB97M-V/def2-TZVPD
C 5.49053 0.74685 1.02308
C 0.53653 -1.58705 -2.38362
C 1.27473 4.80105 1.10188
H 1.27923 5.54555 1.88658
C 6.17023 0.37725 -0.12822
H -6.19627 2.49805 1.38728
H -5.92287 -2.20095 1.21908
C -5.57117 -2.71085 0.31868
H 2.78623 -3.55415 -0.74772
H -4.40787 3.25905 2.93278
H 2.67373 -4.78325 -2.89772
H -5.62247 1.09045 -0.57912
Yb -1.26957 -1.68315 0.32658
C -5.17097 2.21335 1.20548
H -5.92287 -2.18705 -0.57382
H -0.20227 3.62805 2.07208
H -0.17357 -1.92965 -4.38902
H -0.57437 -0.10395 2.57348
H -0.04907 -0.68905 -2.25562
C 0.01753 0.70185 2.10238
H -2.75167 -4.15565 1.20398
C 0.42633 3.70075 1.20438
H 6.06143 -0.69585 -1.98162
C -3.37147 -4.06675 0.30818
H 2.77663 5.78775 -0.07412
O -3.41987 -1.68315 0.32658
H 2.76673 4.06545 -1.86162
H -3.26337 0.46895 -1.00952
C 3.45853 -0.32645 0.28588
C 1.23873 -3.43935 -3.77842
H -2.08007 2.63075 2.51678
C -2.84437 2.28605 1.84018
H 0.04393 1.56365 2.80488
C -4.06617 -2.73165 0.31848
C 1.41783 0.27005 1.84228
H 7.19303 0.69075 -0.26902
C 4.20243 -0.77295 -0.94782
As 1.64603 -1.13885 0.32658
C 5.53153 -0.39865 -1.08552
H 3.76823 -1.34115 -1.71522
C -4.16717 2.64275 2.07768
H 5.97413 1.35715 1.77108
H 3.78193 0.68265 2.15898
H 1.19583 -3.97155 -4.71932
C 2.11723 4.93395 -0.00242
C 2.11013 3.96295 -1.00782
C -3.52017 1.06745 -0.14292
H 1.27613 2.09815 -1.67952
H 1.90633 1.21795 1.54018
C 0.46903 -2.28705 -3.59392
C -4.84777 1.42075 0.09778
H -4.09267 -4.88745 0.30178
H -5.98027 -3.72385 0.31078
C -2.52717 1.50665 0.72788
C 2.12873 -3.20925 -1.53992
H -1.26957 -3.66595 0.32658
C 1.26623 -2.09385 -1.29572
C 4.17193 0.34595 1.18818
As -0.72527 1.10785 0.32658
C 0.41303 2.71545 0.20658
C 1.26223 2.85465 -0.90452
C 2.07043 -3.89815 -2.75072
H -2.75167 -4.14185 -0.58892
H 1.85883 -0.18145 2.74158
```

Atom charges from the Mulliken analysis, given in e for atoms 1 to 6: number 1, C, carries -0.91; number 2, C, carries 0.13; number 3, C, carries -0.85; number 4, H, carries 0.44; number 5, C, carries -0.48; number 6, H, carries 0.43

=====

No. 2
DFT (wB97M-V/def2-TZVPD) results for C7H9N3 in the gas phase in a non-equilibrium geometry.

Computed properties:
- orbital gap (Ha) = 0.3606
- electronic energy (Eh) = -436.25169
- HOMO level (eV) = -9.61
- strongest force on any atom (eV/Å) = 5.05
- relative energy (zero: lowest compared OMol25 entry of this formula, charge and spin) (kcal per mole) = 103.2
- SMILES string = C=CC[C@H](C#N)[C@@H](N)C#N

The geometry in XYZ format:
```
19
C7H9N3 wB97M-V/def2-TZVPD
H 0.54421 1.97901 -0.49541
C -0.55825 0.79012 0.75041
N -2.49883 -0.40427 -2.01807
N -2.30431 2.10770 2.47116
C -1.82534 -0.65706 -1.06440
N -0.43369 1.66262 -0.45141
H 0.43130 0.66077 1.32617
H 1.25533 -0.89271 -2.04150
H 0.77643 -2.08198 0.93889
H 2.46420 0.34293 0.69846
C 1.41053 -0.88936 -0.89927
C -1.70804 1.45288 1.67044
C -0.99143 -0.70905 0.30689
H -1.09703 2.44600 -0.44190
C 2.50195 -0.19247 -0.30733
H -0.11889 -2.49819 -0.68358
H -1.65065 -1.23395 1.09436
C 0.29760 -1.65958 -0.01003
H 3.50491 -0.22338 -0.84390
```

Atom charges from the Mulliken analysis, given in e for atoms 1 to 6: number 1, H, carries 0.26; number 2, C, carries 0.50; number 3, N, carries -0.47; number 4, N, carries -0.44; number 5, C, carries 0.06; number 6, N, carries -0.58

=====

No. 3
DFT (wB97M-V/def2-TZVPD) results for a molecular structure, C65H70CaNOSb2SeSiTe.

Computed properties:
- total charge = -2
- orbital gap (alpha / beta) (Ha) = 0.1473 / 0.1462
- electronic energy (Eh) = -6765.90380
- HOMO level (alpha / beta) (eV) = -0.28 / -0.28
- strongest force on any atom (eV/Å) = 0.85
- relative energy (zero: lowest compared OMol25 entry of this formula, charge and spin) (kcal per mole) = 58.2
- spin multiplicity = 2

The geometry in XYZ format:
```
143
C65H70CaNOSb2SeSiTe wB97M-V/def2-TZVPD
H -5.48143 -1.44345 -5.96054
C -5.30235 -1.31167 -4.89988
C -0.34044 -5.12738 -2.02351
C -0.79707 -5.18977 -3.33621
H 2.61990 -5.69094 -0.82204
H 0.35722 6.90225 4.90222
C -5.35193 -0.44817 1.63885
C -5.41545 -0.13437 0.25752
H -1.99051 9.23753 2.21955
C 1.20086 -5.76596 0.79139
C 2.19312 -6.30076 -0.03207
H 0.02659 -1.77678 -1.78845
H -1.42495 4.21338 -2.29779
C 4.41935 2.33894 1.05899
H 0.41770 7.37430 0.41961
H 3.15258 -3.79267 0.68194
H -5.47779 3.01988 4.44308
H 1.65118 3.20279 -1.97236
H -7.81237 2.29321 0.53874
H -4.43376 1.73207 6.76718
C -4.54883 -0.79636 -0.68540
C 4.95292 2.05204 -1.26343
H 1.26857 -0.24843 -5.49392
H -0.23970 -6.04547 -1.45684
H 4.01382 6.54626 -1.61883
H -0.85795 0.29564 2.26694
H 5.80246 3.50652 2.20491
C 1.80013 0.16456 -3.45842
H -5.77167 4.54121 2.82452
N -1.57792 2.25967 -0.22889
H -0.13856 9.32110 5.38802
C 1.07354 1.83804 -5.02231
C 0.66467 -6.58508 1.78174
C -1.65470 2.21534 -1.53870
C 6.42221 3.32067 0.15668
C 1.13666 7.22718 -0.38848
H 2.99061 5.24396 -2.25159
H 4.70376 1.66906 -2.24726
C -4.83712 4.40322 2.27942
C 3.66563 -1.11576 -1.03720
H -6.37514 1.23921 -1.10794
C -0.20297 -2.75538 -2.20056
C -2.32949 -1.97235 0.20599
H 2.43773 -9.42504 1.25649
H -1.33929 -4.07926 -5.09219
C -0.95870 -4.03102 -4.07951
H 0.46639 4.66506 4.80358
H -0.28538 1.93203 1.77773
C 1.10370 -7.89452 1.95263
C -3.80737 -1.34682 -2.99910
H 0.67062 -8.51294 2.73002
H 4.17810 5.83554 1.76112
H -3.80277 0.17005 6.23234
Te -1.93421 4.06487 0.82203
Sb 0.48752 -3.71183 0.63943
C 6.10747 2.80664 -1.09249
H 4.05195 -0.85301 -2.02555
C -7.14049 1.50208 0.85887
Ca -1.00742 -0.00237 -0.18922
H 7.31567 3.91915 0.28861
C -0.65424 -2.80283 -3.50827
H -5.41922 0.68886 5.74468
H -0.98083 10.29776 4.17827
H -1.04604 -6.15105 -3.77042
C 2.09282 -8.40607 1.12770
H 3.75306 -3.21972 -1.42621
C 2.63729 -7.60494 0.13062
C -2.02490 7.11718 1.88526
C 3.51984 5.59922 -1.36497
H 6.75285 3.00323 -1.94046
C -4.39910 1.03104 5.92922
H 0.57390 6.96830 -1.28902
H -1.03994 3.87674 4.30913
C -2.75900 2.93418 2.42203
H 4.29026 4.86668 -1.11519
H 0.33302 3.94454 3.19391
C -0.75949 8.22178 3.63901
C -2.12432 3.37738 -2.39164
C 5.57625 3.08543 1.23282
C 1.37484 0.51624 -4.73326
C 3.01786 -2.49701 -1.05298
C -6.09982 -0.75353 -2.68324
C 1.91361 1.12646 -2.45874
H 2.21475 -2.52676 -1.78964
C -4.82102 -0.93114 -2.10055
H -6.93958 -0.50270 -2.05000
C -1.56549 5.85651 2.29412
C -6.17559 0.15396 2.56824
C -0.27529 9.47674 4.31627
H -2.81595 -1.52158 -2.60371
C -7.09502 1.13463 2.20003
H -2.17448 3.06045 -3.43085
H 0.72756 2.11260 -6.01139
C -1.62839 8.27240 2.56665
H 1.65779 8.17392 -0.56272
H 2.66271 -2.16488 1.07072
C -0.03670 -3.90605 -1.43260
H 4.51530 -1.10576 -0.34907
H -0.11309 -6.19837 2.43201
C -4.00633 3.33421 2.93379
H -4.63679 -1.19786 1.95627
H -0.79526 -1.88027 -4.05866
H -6.09624 -0.14909 3.60792
H -2.90126 6.54097 -0.02955
H 2.70465 6.56703 2.40988
C -4.50850 2.71133 4.06451
C -2.62721 1.26893 4.15574
C -0.70702 5.80098 3.40910
Se 1.36316 3.90806 0.50244
H -2.08623 0.44828 4.61804
O -1.32020 1.14801 -2.17581
H -7.33084 -0.79074 -4.42368
C 3.34934 6.50824 1.52855
H -0.04353 1.31970 3.41423
C -0.74050 1.34572 2.57377
H -2.75210 8.28033 0.22499
C -6.32579 -0.93472 -4.03751
H -3.10390 3.72546 -2.06052
C -0.21052 4.49489 3.96350
C 4.10182 1.81350 -0.19004
H -7.73136 1.61362 2.93524
C -0.31381 6.97099 4.04961
C -4.04007 -1.52337 -4.34774
Si 2.33023 5.85605 0.08031
C 2.53988 -2.96042 0.33144
H -4.30713 5.35515 2.25229
H 0.94967 3.83659 -4.24765
H 3.40683 -7.99990 -0.52259
Sb 2.40136 0.55622 -0.45129
H -3.21515 -1.82444 -4.98715
H -4.00246 7.36414 1.06120
C -3.37729 -1.41978 -0.17639
C -2.96490 7.32905 0.71666
H 2.02829 -0.87578 -3.25787
C -2.07657 1.87749 3.02636
C 1.60510 2.45171 -2.75528
H -5.07943 4.12043 1.25242
H 3.75328 7.50492 1.32777
C -6.33168 0.89098 -0.08468
C 1.19772 2.80376 -4.03325
C -3.82596 1.68253 4.70060
H 0.68711 9.79459 3.90603
H 3.74007 2.20570 1.89100
```

Atom charges from the Mulliken analysis, given in e for atoms 1 to 6: number 1, H, carries 0.36; number 2, C, carries -0.64; number 3, C, carries -0.42; number 4, C, carries -0.72; number 5, H, carries 0.31; number 6, H, carries 0.26